Entry 1:
The following is a quantum chemistry calculation of an isolated molecule of C22H26N2O7, from the OMol25 dataset.

Structure (XYZ):
```
57
Properties=species:S:1:pos:R:3:forces:R:3:lowdin_charge:R:1
C 5.238806 3.041367 0.740589 -0.27 -0.31 -0.08 -0.055
C 4.711489 1.615454 0.818758 0.37 0.16 0.43 -0.208
O 3.535777 1.468030 0.029714 -0.14 -0.06 -0.14 -0.020
C 2.360494 1.755319 0.617332 -0.25 -0.03 0.31 -0.423
O 2.247526 2.030612 1.790832 0.15 0.04 0.01 0.104
C 1.262275 1.659256 -0.334206 -0.35 -0.02 -0.30 -0.030
C -0.090688 1.627662 -0.043895 0.44 0.16 0.34 -0.214
C -0.790272 1.756203 1.257310 -0.06 0.00 0.03 0.010
N -0.751497 1.463364 -1.213972 0.02 0.09 0.06 0.148
C 0.125547 1.358655 -2.257352 0.46 0.03 -0.31 -0.245
C -0.360873 1.207245 -3.653677 -0.06 0.14 0.05 -0.002
C 1.393630 1.490394 -1.750420 -0.60 0.32 0.34 -0.068
C 2.676827 1.442431 -2.474813 -0.11 -0.59 -0.47 -0.314
O 3.360057 2.392533 -2.749093 0.09 0.02 -0.08 0.129
C 3.129521 0.020038 -2.848253 0.67 0.27 0.18 -0.053
O 2.035837 -0.862524 -3.056513 -0.04 -0.02 -0.41 0.009
C 1.512402 -1.451216 -1.984520 -0.32 -0.34 0.28 -0.466
O 1.976597 -1.424457 -0.875366 0.08 0.00 -0.07 0.136
C 0.236839 -2.212324 -2.334545 0.06 0.22 0.02 -0.048
N -0.562470 -2.381433 -1.149148 0.30 -0.16 0.00 0.093
C -1.653747 -1.610318 -0.913901 0.03 -0.25 0.01 -0.442
O -2.185879 -0.942830 -1.787132 -0.22 0.08 -0.17 0.042
C -2.185645 -1.684071 0.469021 -0.19 0.15 0.23 -0.158
C -3.559215 -1.586852 0.661550 0.30 -0.02 -0.17 -0.007
C -4.111374 -1.624923 1.927163 -0.17 -0.02 0.28 -0.006
C -3.283443 -1.744502 3.041796 0.27 0.00 -0.16 -0.261
O -3.693625 -1.814364 4.329695 0.31 -0.01 -0.10 -0.043
C -5.062853 -1.661027 4.652378 -0.45 0.19 0.11 -0.243
C -5.515621 -0.204827 4.607385 0.25 -0.33 -0.06 -0.062
C -1.898405 -1.811251 2.851232 -0.17 -0.01 0.18 0.011
C -1.355864 -1.785072 1.586772 -0.20 -0.04 -0.11 -0.032
H 6.187167 3.113978 1.265656 0.11 0.04 0.06 0.075
H 4.526414 3.723664 1.197982 -0.02 0.08 0.05 0.078
H 5.378336 3.325844 -0.299636 0.06 0.05 -0.07 0.078
H 4.480661 1.346158 1.855074 0.10 -0.04 -0.21 0.120
H 5.431527 0.907401 0.401508 -0.11 0.05 0.06 0.124
H -1.525186 0.961824 1.382783 -0.08 -0.03 0.06 0.065
H -0.059117 1.710597 2.058718 -0.05 0.00 0.05 0.077
H -1.307042 2.714574 1.315571 -0.04 0.06 0.06 0.090
H -1.744920 1.312450 -1.308970 0.09 -0.08 0.06 0.160
H -0.615587 2.178932 -4.078887 -0.02 0.02 -0.09 0.087
H 0.404817 0.752879 -4.276904 0.00 -0.05 -0.07 0.083
H -1.255076 0.585852 -3.660918 -0.03 -0.09 -0.11 0.072
H 3.714724 0.034646 -3.768736 -0.10 0.03 0.11 0.141
H 3.745163 -0.335580 -2.012650 -0.05 0.05 -0.15 0.137
H 0.506583 -3.185667 -2.757926 0.01 0.15 -0.04 0.140
H -0.345625 -1.650713 -3.066637 0.10 -0.12 0.04 0.123
H -0.089119 -2.795321 -0.359805 -0.14 0.04 -0.05 0.131
H -4.196782 -1.487370 -0.204282 -0.05 0.02 -0.07 0.122
H -5.183073 -1.562328 2.029042 -0.09 0.01 0.05 0.107
H -5.686344 -2.286928 4.002436 0.09 0.00 0.08 0.116
H -5.142006 -2.042085 5.674219 -0.04 -0.01 -0.18 0.124
H -4.902530 0.391353 5.278380 0.02 0.07 0.06 0.081
H -6.553434 -0.134924 4.921042 -0.12 0.03 0.02 0.078
H -5.421469 0.203137 3.603953 -0.04 0.07 -0.06 0.067
H -1.268880 -1.878868 3.723962 0.08 0.01 0.11 0.123
H -0.281177 -1.795579 1.475814 0.14 -0.01 -0.01 0.120
```
Forces are in eV/Å.

ΔE to the lowest compared entry with this formula, charge and spin, kJ/mol: 21.9
Strongest force on any atom, eV Å⁻¹: 0.8
LUMO energy, Ha: 0.0254
HOMO level, Ha: -0.2982
SMILES string: CCOC(=O)c1c(C)[nH]c(C)c1C(=O)COC(=O)CNC(=O)c1ccc(OCC)cc1
Charge: 0


Entry 2:
The following is a quantum chemistry calculation of an isolated molecule of C22H26N2O8S, from the OMol25 dataset.

Structure (XYZ):
```
59
Properties=species:S:1:pos:R:3:forces:R:3:lowdin_charge:R:1
C -2.751850 3.444970 -0.662803 -0.07 0.05 0.31 -0.028
O -1.747602 2.895899 -1.509143 -0.09 0.18 -0.41 -0.023
C -0.809515 2.170433 -0.918265 0.35 0.35 0.24 -0.480
O -0.661438 2.077885 0.271761 0.01 0.06 -0.05 0.125
C 0.079454 1.500715 -1.951962 -0.20 0.49 0.01 -0.223
C 1.579476 1.581015 -1.658743 -0.17 -0.03 0.05 -0.088
C 2.148495 0.301405 -2.301254 -0.13 -0.01 0.01 -0.120
C 0.912528 -0.529104 -2.689876 0.30 -0.52 -0.46 -0.162
N -0.155710 0.064248 -1.910057 -0.78 -0.27 0.05 -0.193
S -1.747272 -0.383855 -2.202140 0.39 -0.13 -0.32 0.721
O -2.167377 0.000090 -3.518659 0.05 -0.26 -0.12 -0.261
O -2.483582 0.147332 -1.083959 -0.09 -0.16 0.17 -0.263
C -1.655591 -2.156663 -2.076771 0.22 0.68 0.12 -0.212
C -2.110294 -2.941326 -3.117400 -0.08 -0.05 -0.20 -0.051
C -1.970976 -4.316913 -3.046008 -0.05 0.11 -0.04 -0.071
C -1.364841 -4.884244 -1.933805 -0.02 0.10 -0.01 -0.056
C -0.915203 -4.099663 -0.887929 0.01 0.12 0.03 0.008
C -1.064900 -2.713213 -0.942225 0.02 -0.42 -0.02 -0.218
N -0.634025 -1.880286 0.079009 -0.12 0.04 0.41 0.135
C 0.590975 -2.006139 0.706586 -0.26 -0.06 -0.15 -0.407
O 1.321237 -2.959679 0.532943 0.16 -0.06 -0.03 0.085
C 0.938298 -0.847399 1.554187 0.20 0.41 0.45 -0.134
C -0.024197 -0.061510 2.170106 0.14 -0.17 0.00 0.024
C 0.339972 1.047652 2.923629 0.26 0.00 0.06 -0.193
O -0.570441 1.817998 3.588166 0.45 -0.05 -0.01 -0.096
C -1.935177 1.657748 3.272514 -0.25 -0.03 -0.06 -0.066
C 1.696989 1.394488 3.033345 0.04 0.06 0.00 -0.117
O 2.206199 2.461870 3.703867 -0.05 -0.54 -0.04 -0.043
C 1.413882 3.611074 3.909393 -0.18 0.45 0.16 -0.063
C 2.670470 0.564699 2.436127 -0.08 0.18 0.06 -0.186
O 3.958608 0.968812 2.617469 -0.41 0.10 0.10 -0.061
C 4.984752 0.167117 2.087364 0.15 -0.13 -0.09 -0.079
C 2.289595 -0.550190 1.713440 0.01 -0.05 -0.10 0.036
H -3.404615 2.639383 -0.321434 0.02 0.06 0.00 0.097
H -2.294241 3.936558 0.198334 -0.09 -0.01 -0.09 0.095
H -3.306127 4.156854 -1.268465 0.03 -0.05 0.02 0.096
H -0.172848 1.905609 -2.944293 0.11 -0.03 0.13 0.163
H 1.719313 1.565316 -0.577158 -0.01 0.03 0.00 0.111
H 2.020747 2.488769 -2.064296 -0.02 0.05 0.03 0.121
H 2.752934 0.525608 -3.178230 0.02 -0.07 0.01 0.110
H 2.762669 -0.244489 -1.588304 0.05 0.00 0.00 0.103
H 1.014698 -1.583253 -2.430534 0.04 0.01 -0.08 0.123
H 0.698492 -0.445529 -3.764548 0.07 -0.03 0.05 0.130
H -2.554367 -2.451794 -3.969766 -0.04 -0.01 -0.14 0.113
H -2.323049 -4.939652 -3.853148 -0.04 -0.04 -0.08 0.105
H -1.243992 -5.955614 -1.879002 0.02 -0.09 0.02 0.109
H -0.436966 -4.541864 -0.030060 0.01 -0.01 0.05 0.117
H -1.051762 -0.957044 0.078075 0.18 -0.11 0.20 0.095
H -1.063459 -0.330474 2.090420 -0.15 0.03 -0.02 0.116
H -2.329152 0.712502 3.660307 0.02 0.03 -0.01 0.097
H -2.446031 2.484219 3.765623 -0.02 -0.08 -0.04 0.098
H -2.095920 1.712948 2.193353 -0.02 0.00 0.04 0.078
H 0.684228 3.462724 4.708134 0.10 0.06 -0.11 0.090
H 0.892438 3.905065 2.995608 0.02 -0.01 0.03 0.100
H 2.116645 4.393559 4.196807 -0.06 -0.03 -0.04 0.094
H 5.914833 0.650207 2.382797 -0.04 -0.07 -0.05 0.095
H 4.957146 -0.847491 2.496902 -0.01 0.03 -0.03 0.100
H 4.935518 0.117148 0.994072 -0.01 -0.02 0.04 0.092
H 3.009483 -1.198345 1.241626 0.11 -0.05 -0.02 0.112
```
Forces are in eV/Å.

ΔE to the lowest compared entry with this formula, charge and spin, kJ/mol: 63.8
Strongest force on any atom, eV Å⁻¹: 0.8
LUMO energy, Ha: 0.0162
HOMO level, Ha: -0.2927
SMILES string: COC(=O)[C@H]1CCCN1S(=O)(=O)c1ccccc1NC(=O)c1cc(OC)c(OC)c(OC)c1
Charge: 0


Question: The highest LUMO energy belongs to which entry?
Answer: C22H26N2O7